<a>
The following is a quantum chemistry calculation of an isolated molecule of C5H5NO, from OMol25.

## Properties
- HOMO-LUMO gap (eV) = 9.40
- SMILES string = N=C=CCC=C=O
- spin multiplicity = 1
- HOMO (eV) = -8.70

Last column: Mulliken charge in e.
CARTESIAN COORDINATES (ANGSTROEM)
O: -1.54 -1.45 1.92  -0.39
C: -1.15 -0.43 1.50  0.64
C: -0.71 0.72 1.05  -0.58
C: 0.66 0.85 0.40  -0.62
C: 0.65 0.51 -1.08  -0.51
C: 0.52 -0.75 -1.42  0.44
N: 0.48 -1.96 -1.62  -0.55
H: -0.47 -2.35 -1.63  0.29
H: -1.42 1.53 0.99  0.31
H: 1.38 0.22 0.93  0.36
H: 1.01 1.88 0.54  0.28
H: 0.63 1.28 -1.84  0.35



<b>
The following is a quantum chemistry calculation of a structure of composition C5H5NO, from OMol25.

## Properties
- HOMO-LUMO gap (eV) = 8.45
- spin multiplicity = 1
- HOMO (eV) = -9.56

Last column: Mulliken charge in e.
CARTESIAN COORDINATES (ANGSTROEM)
C: -1.61 -0.38 0.09  -0.75
C: -0.25 -0.22 -0.05  0.42
C: 0.92 -0.91 -0.16  -0.49
C: 2.00 0.13 0.09  0.07
C: 0.21 1.30 -0.14  0.41
H: -2.04 -0.04 -0.88  0.25
H: -2.32 -1.49 0.49  0.26
H: -1.91 0.45 0.96  0.22
H: 1.07 -2.07 -0.65  0.23
H: 2.90 -0.33 0.25  0.46
N: 1.61 1.29 0.11  -0.59
O: -0.59 2.27 -0.12  -0.49



Stability comparison, relative energies in kJ/mol: <a> 0.0; <b> 168.6



<a>
The following is a quantum chemistry calculation of a structure of composition C5H5NO, from OMol25.

## Properties
- HOMO-LUMO gap (alpha / beta) (eV) = 7.41 / 7.37
- spin multiplicity = 1
- HOMO (alpha / beta) (eV) = -7.93 / -7.64

Last column: Mulliken charge in e.
CARTESIAN COORDINATES (ANGSTROEM)
O: 0.09 0.62 -2.01  -0.52
C: -0.07 0.49 -0.66  0.76
C: -1.31 -0.28 -0.22  -0.30
C: -0.81 -1.33 0.72  0.04
N: 0.26 -1.47 1.31  -0.43
C: 0.99 0.59 0.25  -0.57
C: 1.08 -0.17 1.33  -0.41
H: 1.03 0.53 -2.22  0.36
H: 0.22 1.62 0.00  0.09
H: -2.04 0.31 0.35  0.26
H: -1.81 -0.68 -1.10  0.33
H: 1.55 0.00 2.29  0.37



<b>
The following is a quantum chemistry calculation of an isolated molecule of C5H5NO, from OMol25.

## Properties
- HOMO-LUMO gap (eV) = 10.64
- SMILES string = N#C[C@@H]1C[C@@H]1C=O
- spin multiplicity = 1
- HOMO (eV) = -10.19

Last column: Mulliken charge in e.
CARTESIAN COORDINATES (ANGSTROEM)
O: -1.54 -1.65 0.05  -0.43
C: -1.18 -0.89 0.92  -0.10
C: -0.35 0.36 0.64  -0.25
C: 1.09 0.76 0.27  -0.64
C: 0.09 0.48 -0.80  0.14
C: 0.45 -0.75 -1.47  0.14
N: 0.97 -1.67 -1.95  -0.49
H: -1.65 -0.97 1.92  0.37
H: -0.86 1.20 1.11  0.34
H: 1.93 0.07 0.37  0.27
H: 1.38 1.81 0.35  0.26
H: -0.34 1.26 -1.41  0.40



<c>
The following is a quantum chemistry calculation of an isolated molecule of C5H5NO, from OMol25.

## Properties
- HOMO-LUMO gap (eV) = 10.62
- SMILES string = C#C[C@@H](O)CC#N
- spin multiplicity = 1
- HOMO (eV) = -10.39

Last column: Mulliken charge in e.
CARTESIAN COORDINATES (ANGSTROEM)
O: -0.18 -1.44 -1.36  -0.51
C: -0.20 -0.40 -0.42  0.34
C: 0.48 -0.88 0.85  -0.39
C: 0.47 0.14 1.90  0.23
N: 0.45 0.95 2.72  -0.40
C: 0.24 0.92 -0.94  -0.78
C: -0.30 1.99 -1.06  0.07
H: -0.18 -1.03 -2.23  0.37
H: -1.23 -0.15 -0.13  0.18
H: -0.10 -1.74 1.20  0.26
H: 1.51 -1.21 0.65  0.29
H: -1.00 2.79 -1.06  0.36



<d>
The following is a quantum chemistry calculation of a structure of composition C5H5NO, from OMol25.

## Properties
- HOMO-LUMO gap (eV) = 9.91
- spin multiplicity = 1
- HOMO (eV) = -9.30

Last column: Mulliken charge in e.
CARTESIAN COORDINATES (ANGSTROEM)
N: -2.05 1.79 -1.60  -0.39
C: -1.05 1.37 -1.19  0.00
C: 0.23 0.81 -0.71  0.23
O: 0.57 1.23 0.61  -0.43
C: 0.64 -0.14 1.05  -0.02
C: -0.63 -0.80 1.31  -0.76
C: 0.24 -0.68 -0.32  -0.23
H: 1.02 1.05 -1.43  0.30
H: 1.58 -0.42 1.53  0.45
H: -0.37 -1.85 1.55  0.21
H: -0.90 -0.96 -0.09  0.22
H: 0.79 -1.45 -0.84  0.42



Stability comparison, relative energies in kJ/mol: <a> 417.7; <b> 0.0; <c> 106.4; <d> 322.1



<a>
The following is a quantum chemistry calculation of a cluster of 2 separate species, C5H5NO in total, from OMol25.

## Properties
- HOMO-LUMO gap (eV) = 11.24
- SMILES string = N#CCC=O.C#C
- spin multiplicity = 1
- HOMO (eV) = -10.86

Last column: Mulliken charge in e.
CARTESIAN COORDINATES (ANGSTROEM)
O: -2.25 -0.30 0.09  -0.47
C: -1.24 -0.69 0.62  -0.09
C: -0.05 -1.20 -0.18  -0.29
C: -0.21 1.87 -0.62  -0.45
C: 0.95 2.17 -0.54  -0.46
C: 1.24 -1.10 0.51  0.20
N: 2.26 -1.04 1.04  -0.40
H: -1.23 1.54 -0.68  0.56
H: -1.14 -0.75 1.72  0.36
H: -0.28 -2.26 -0.33  0.33
H: 0.00 -0.72 -1.15  0.31
H: 1.97 2.48 -0.48  0.38



<b>
The following is a quantum chemistry calculation of an isolated molecule of C5H5NO, from OMol25.

## Properties
- HOMO-LUMO gap (eV) = 9.80
- SMILES string = C#CC(=C)C(N)=O
- spin multiplicity = 1
- HOMO (eV) = -9.56

Last column: Mulliken charge in e.
CARTESIAN COORDINATES (ANGSTROEM)
C: -1.13 -0.45 0.00  0.46
C: -0.11 0.63 -0.03  0.49
C: -0.56 1.91 0.05  -0.91
C: 1.28 0.25 -0.04  -0.48
C: 2.36 -0.29 -0.08  -0.02
H: -1.17 -2.57 -0.07  0.24
H: 0.42 -1.72 0.39  0.19
H: 0.12 2.77 0.15  0.32
H: -1.65 2.07 -0.04  0.33
H: 3.34 -0.76 -0.24  0.37
N: -0.59 -1.70 0.06  -0.38
O: -2.29 -0.14 -0.14  -0.61



Stability comparison, relative energies in kJ/mol: <a> 90.9; <b> 0.0



<a>
The following is a quantum chemistry calculation of an isolated molecule of CH4BrO3P, from OMol25.

## Properties
- HOMO-LUMO gap (eV) = 10.12
- SMILES string = OP(O)OCBr
- spin multiplicity = 1
- HOMO (eV) = -9.34

Last column: Mulliken charge in e.
CARTESIAN COORDINATES (ANGSTROEM)
C: 0.95 -1.10 0.79  -0.31
O: -0.27 1.96 -1.03  -0.48
O: -1.29 -0.13 -1.23  -0.47
O: 0.77 0.15 0.32  -0.18
P: -0.75 0.81 0.02  0.41
Br: -0.40 -1.33 2.24  -0.22
H: 1.85 -1.47 1.29  0.31
H: 0.67 -1.86 0.15  0.33
H: 0.26 2.61 -0.67  0.29
H: -1.80 0.35 -1.88  0.32



<b>
The following is a quantum chemistry calculation of a cluster of 2 separate species, CH4BrO3P in total, from OMol25.

## Properties
- HOMO-LUMO gap (eV) = 10.35
- SMILES string = O=PO.OCBr
- spin multiplicity = 1
- HOMO (eV) = -9.90

Last column: Mulliken charge in e.
CARTESIAN COORDINATES (ANGSTROEM)
C: 0.62 -1.52 -0.23  -0.32
O: -1.48 1.94 0.46  -0.46
O: -0.41 -0.61 -0.11  -0.45
O: 0.61 2.25 -0.78  -0.51
P: 0.13 1.66 0.46  0.55
Br: 1.79 -1.51 1.35  -0.14
H: 1.24 -1.21 -1.08  0.31
H: 0.26 -2.55 -0.34  0.32
H: -1.75 2.39 -0.35  0.33
H: -1.01 -0.85 0.62  0.38



Stability comparison, relative energies in kJ/mol: <a> 0.0; <b> 8.1